{
  "formula": "C8H21FILuOP2",
  "method": "wB97M-V/def2-TZVPD",
  "multiplicity": 1,
  "e_tot_ev": -73680.4700,
  "orbital_gap_ev": [4.023, 4.139],
  "total_charge": 2,
  "lumo_energy_ev": [-10.5527, -10.7573],
  "species": ["C", "I", "H", "H", "H", "Lu", "P", "C", "C", "H", "H", "H", "H", "H", "H", "C", "H", "H", "H", "P", "C", "C", "H", "H", "H", "C", "H", "H", "H", "H", "H", "H", "C", "O", "F"],
  "positions_angstrom": [[-0.833, 0.004, -2.083], [1.174, 0.182, 2.898], [0.086, 0.106, -2.714], [-1.480, 0.875, -2.162], [-1.336, -0.946, -2.232], [0.413, -0.056, -0.090], [0.196, 2.646, 0.019], [-1.233, 3.240, 0.786], [1.663, 3.004, 0.952], [1.861, 4.027, 0.646], [0.624, 4.222, -1.502], [2.509, 2.344, 0.730], [1.234, 2.656, -2.152], [-1.322, 2.859, 1.811], [1.431, 2.921, 2.021], [0.403, 3.167, -1.649], [-1.054, 4.316, 0.773], [-0.515, 3.017, -2.221], [-2.136, 2.977, 0.226], [0.208, -2.685, -0.026], [-1.243, -3.274, 0.794], [0.391, -3.231, -1.684], [2.495, -2.339, 0.766], [1.850, -4.019, 0.694], [1.406, -2.915, 2.059], [1.641, -2.991, 0.989], [1.197, -2.672, -2.149], [0.644, -4.250, -1.444], [-1.097, -4.354, 0.806], [-2.143, -2.974, 0.261], [-0.560, -3.093, -2.174], [-1.365, -2.931, 1.815], [-2.030, 0.245, 0.552], [-2.944, -0.002, 1.162], [-0.749, -1.167, 1.653]],
  "atomic_forces_ev_per_a": [[0.5960, -0.2235, -1.3311], [0.3239, 0.0721, -0.5266], [-0.5070, -0.1152, 0.2664], [0.0480, -0.0975, 0.2681], [-0.0842, 0.0604, -0.0297], [-1.1574, 0.8876, 3.0172], [0.8531, -4.1627, 0.1134], [-0.8314, 1.0881, 0.4173], [0.0881, 0.9612, 0.1659], [0.7830, 0.3640, 0.4653], [0.0900, 0.3736, -0.9263], [-0.1972, 0.2868, -0.0868], [-0.1102, 0.2682, 0.2007], [0.1306, 0.2039, -0.1882], [0.1595, 0.2548, -0.3404], [-0.0012, 0.8366, -0.3581], [-0.7657, 0.3597, 0.4212], [0.1198, 0.2466, 0.0196], [0.1551, 0.2484, 0.0257], [-1.0728, 1.6147, 1.6993], [-0.3974, -1.8291, -0.2666], [0.2026, -0.1051, 0.5759], [-0.0645, -0.3309, -0.0141], [0.6902, -0.2859, 0.3535], [-0.0835, -0.0491, -0.4017], [0.2609, -0.2645, -0.0290], [0.1275, -0.3319, -0.3402], [0.2041, -0.9683, -1.1274], [-0.6430, -0.4350, -0.1619], [-0.0284, -0.3042, -0.2307], [-0.1342, -0.3348, -0.4280], [0.4036, -0.2063, -0.1763], [-1.0753, -0.3805, 0.8693], [0.3188, 0.6984, -0.8838], [1.5987, 1.5996, -1.0318]]
}